1.
Density functional theory data (the ωB97M-V functional and the def2-TZVPD basis) for a gas-phase ion, C6H8NO6S (charge -1) in a non-equilibrium geometry.

Each line ends with the Mulliken charge.
Geometry (Å):
C (2.01953, 1.01463, -0.26029)  0.245
C (2.40655, -2.52936, -0.86809)  0.674
C (-1.40436, -0.80222, 0.25728)  0.595
C (2.32630, 2.51307, -0.49144)  -1.276
C (-2.88157, -2.66077, 0.27912)  -0.671
C (0.30310, 0.92187, 0.24015)  -0.462
N (-0.07040, -0.40152, 0.38135)  0.086
O (1.31717, -2.28415, -1.22952)  -0.579
O (3.37550, -3.20359, -1.00425)  -0.573
O (-2.40290, -0.10417, 0.38036)  -0.673
O (2.64686, -1.50684, 0.41747)  -0.494
O (4.33056, 0.30600, 0.58596)  -0.635
O (-1.55068, -2.15525, 0.41896)  -0.325
S (2.94628, -0.01647, 0.89927)  0.559
H (2.01843, 3.04154, 0.35529)  0.348
H (3.41158, 2.60970, -0.62418)  0.356
H (1.84193, 3.01540, -1.30863)  0.371
H (-2.88198, -3.81922, 0.54900)  0.178
H (-3.06537, -2.85858, -0.75708)  0.289
H (-3.49451, -1.90759, 0.86667)  0.319
H (-0.46158, 1.59893, -0.21572)  0.303
H (0.63185, -1.17863, 0.13595)  0.363

Values from the calculation:
Net charge   -1
Energy relative to the best compared isomer or geometry (same formula, charge and spin)   5.1087 eV
Gap between HOMO and LUMO (spin up / spin down)   7.04 / 7.59 eV
Molar mass   222.20 g mol⁻¹
LUMO level (spin up / spin down)   2.769 / 3.047 eV
Spin multiplicity   1

2.
Density functional theory data (the ωB97M-V functional and the def2-TZVPD basis) for 11 unconnected molecules or ions with the total composition C51H55N11 in a non-equilibrium geometry.

Each line ends with the Mulliken charge.
Geometry (Å):
C (-7.92349, -2.09359, -2.96401)  -0.391
C (-9.09999, -2.80659, -3.32158)  -0.367
C (-8.79994, -4.18985, -3.45584)  -0.535
N (-7.37909, -4.22238, -3.40139)  -0.061
C (-6.92511, -2.99491, -3.02658)  -0.423
H (-7.82872, -1.06473, -2.64962)  0.429
H (-10.09369, -2.38490, -3.28792)  0.357
H (-9.49102, -5.00043, -3.63411)  0.355
H (-6.83380, -5.05028, -3.20814)  0.258
H (-5.97129, -3.00572, -2.52013)  0.379
C (4.94790, 2.85113, 4.25397)  -0.259
C (5.24730, 2.11875, 5.41952)  -0.436
C (5.73367, 0.82400, 5.01730)  -0.532
N (5.57492, 0.79028, 3.67622)  0.011
C (5.14234, 1.99275, 3.16631)  -0.609
H (4.79174, 3.91976, 4.26126)  0.424
H (5.18584, 2.61947, 6.37445)  0.377
H (6.20831, -0.03121, 5.47526)  0.387
H (5.87567, 0.05441, 3.05321)  0.205
H (5.10336, 2.22469, 2.11223)  0.434
C (-1.24873, 2.64667, 4.94782)  -0.437
C (-2.31912, 2.94723, 5.80358)  -0.435
C (-1.97834, 2.39697, 7.03817)  -0.411
N (-0.73029, 1.90456, 6.85776)  0.030
C (-0.23469, 2.05960, 5.67975)  -0.572
H (-1.23010, 2.96587, 3.91624)  0.402
H (-3.26909, 3.41224, 5.58510)  0.381
H (-2.44207, 2.40670, 8.01350)  0.373
H (-0.04820, 1.52464, 7.49846)  0.214
H (0.75176, 1.85717, 5.28944)  0.451
C (0.14102, -4.93118, 8.18019)  -0.265
C (-0.34179, -4.02599, 7.24092)  -0.449
C (0.70987, -3.83291, 6.29516)  -0.436
N (1.73299, -4.62291, 6.66749)  0.011
C (1.44401, -5.27151, 7.89899)  -0.614
H (-0.45450, -5.13418, 9.05800)  0.366
H (-1.33855, -3.61025, 7.23678)  0.402
H (0.80460, -3.29768, 5.36191)  0.427
H (2.61625, -4.60930, 6.17784)  0.208
H (2.17316, -5.80858, 8.48745)  0.351
C (5.19033, 8.09979, 0.55983)  -0.257
C (4.08192, 8.25099, 1.34176)  -0.309
C (2.96922, 7.43177, 1.20300)  -0.176
N (2.94319, 6.50317, 0.27756)  -0.547
C (4.02923, 6.34530, -0.59554)  -0.352
C (5.14512, 7.14560, -0.47328)  -0.216
H (6.03983, 8.76607, 0.58852)  0.369
H (4.01775, 9.05706, 2.05767)  0.344
H (2.17696, 7.50210, 1.93361)  0.366
H (3.93920, 5.72940, -1.47813)  0.427
H (5.88481, 7.07617, -1.25715)  0.352
C (0.96004, 0.09446, -0.33341)  -0.280
C (0.56854, -0.53454, 0.78765)  -0.509
C (-0.33160, -1.58817, 0.68217)  -0.288
N (-0.79254, -2.08220, -0.53506)  -0.550
C (-0.44742, -1.44863, -1.65468)  -0.199
C (0.52100, -0.36024, -1.58085)  -0.387
H (1.60484, 0.96080, -0.32366)  0.456
H (1.01614, -0.31692, 1.74613)  0.443
H (-0.75374, -2.14151, 1.50801)  0.478
H (-0.93003, -1.78444, -2.56061)  0.458
H (0.82666, -0.06229, -2.57293)  0.375
C (6.51701, -4.54501, -2.30426)  -0.188
C (7.59040, -3.77227, -1.87306)  -0.343
C (7.37267, -2.77359, -0.93435)  -0.223
N (6.15895, -2.61136, -0.27232)  -0.404
C (5.12634, -3.38148, -0.75099)  -0.237
C (5.22721, -4.36392, -1.71276)  -0.425
H (6.64722, -5.25123, -3.11092)  0.365
H (8.58236, -3.94212, -2.26495)  0.342
H (8.17172, -2.12966, -0.59778)  0.357
H (4.28239, -3.31957, -0.07993)  0.393
H (4.39414, -5.01938, -1.91958)  0.365
C (-5.36597, 5.19927, -1.17894)  -0.217
C (-4.45260, 4.14924, -1.37379)  -0.363
C (-4.81975, 2.83744, -0.96416)  -0.184
N (-5.89578, 2.63385, -0.19068)  -0.497
C (-6.79274, 3.66379, 0.06783)  -0.266
C (-6.51594, 4.97438, -0.41396)  -0.264
H (-5.17152, 6.14606, -1.66081)  0.355
H (-3.57407, 4.26111, -1.99190)  0.343
H (-4.24066, 1.98408, -1.28488)  0.408
H (-7.63894, 3.54536, 0.72837)  0.351
H (-7.16566, 5.82124, -0.24927)  0.336
C (4.12359, 4.26644, -6.72220)  -0.250
C (5.28731, 4.90707, -6.21590)  -0.343
C (6.13866, 4.20445, -5.46644)  -0.258
N (6.13252, 2.83195, -5.35438)  -0.501
C (4.99763, 2.24169, -5.75763)  -0.197
C (4.01184, 2.91115, -6.49158)  -0.274
H (3.34649, 4.73046, -7.31144)  0.382
H (5.46647, 5.95793, -6.38915)  0.344
H (7.07025, 4.67430, -5.18753)  0.382
H (4.94901, 1.17375, -5.60417)  0.375
H (3.16473, 2.34894, -6.85591)  0.342
C (-5.38763, -4.03862, 4.07463)  -0.197
C (-6.07067, -3.41773, 3.01426)  -0.469
C (-7.42389, -3.57743, 2.94227)  -0.148
N (-8.10579, -4.34373, 3.76967)  -0.552
C (-7.47485, -4.90432, 4.81469)  -0.157
C (-6.09209, -4.82562, 4.99793)  -0.421
H (-4.31110, -3.96800, 4.12456)  0.415
H (-5.59845, -2.70848, 2.35064)  0.370
H (-8.06838, -3.17961, 2.17235)  0.415
H (-8.16802, -5.35818, 5.50747)  0.387
H (-5.63159, -5.30955, 5.84656)  0.354
C (-0.06214, -2.98835, -9.71177)  -0.179
C (0.47365, -3.71250, -8.65794)  -0.297
C (-0.35420, -3.93551, -7.51114)  -0.169
N (-1.65222, -3.58148, -7.42172)  -0.522
C (-2.12732, -2.82326, -8.42796)  -0.212
C (-1.35161, -2.39744, -9.54072)  -0.408
H (0.63085, -2.86057, -10.53020)  0.351
H (1.51697, -3.98356, -8.72417)  0.346
H (-0.00021, -4.50245, -6.66281)  0.381
H (-3.06549, -2.31737, -8.25384)  0.364
H (-1.66369, -1.79210, -10.37893)  0.346

Values from the calculation:
SMILES   c1cc[nH]c1.c1cc[nH]c1.c1cc[nH]c1.c1cc[nH]c1.c1ccncc1.c1ccncc1.c1ccncc1.c1ccncc1.c1ccncc1.c1ccncc1.c1ccncc1
Energy relative to the best compared isomer or geometry (same formula, charge and spin)   4.1398 eV
Gap between HOMO and LUMO   8.20 eV
Molar mass   822.08 g mol⁻¹
LUMO level   0.240 eV
Spin multiplicity   1

3.
Density functional theory data (the ωB97M-V functional and the def2-TZVPD basis) for CH4NOP in the gas phase in a non-equilibrium geometry.

Each line ends with the Mulliken charge.
Geometry (Å):
N (-1.49264, -0.58451, -0.32031)  -0.629
P (0.24021, -0.81477, 0.33412)  0.174
C (1.02983, 0.80939, 0.12852)  -0.240
O (1.34628, -0.22791, -0.78182)  -0.295
H (-1.79182, -1.52188, -0.56766)  0.266
H (-1.95443, -0.35798, 0.62467)  0.259
H (1.89190, 0.93384, 0.82537)  0.193
H (0.73067, 1.76382, -0.24288)  0.273

Values from the calculation:
SMILES   NP1CO1
Energy relative to the best compared isomer or geometry (same formula, charge and spin)   1.5074 eV
Gap between HOMO and LUMO   10.26 eV
Molar mass   77.02 g mol⁻¹
LUMO level   0.946 eV
Spin multiplicity   1